# 1
Entry from the OMol25 dataset: the molecule C6H10 (ωB97M-V with the def2-TZVPD basis set).

* energy above the lowest of the compared OMol25 structures with the same formula, charge and spin: 36.43 kJ/mol
* SMILES string: CC1=CCCC1

Atoms and positions in Å:
C: -0.3431 -1.2189 -1.9058
C: -0.0687 -0.3561 -0.6688
C: 0.8509 -0.7024 0.2408
C: 0.9768 0.2885 1.3783
C: -0.4165 0.9320 1.3528
C: -0.7024 0.9751 -0.1540
H: -0.3720 -0.6913 -2.8689
H: 0.4311 -1.9940 -2.0270
H: -1.2928 -1.7639 -1.8297
H: 1.4282 -1.6245 0.2232
H: 1.2701 -0.1912 2.3169
H: 1.7426 1.0485 1.1505
H: -1.1154 0.2829 1.8982
H: -0.5183 1.9537 1.7412
H: -0.1286 1.8515 -0.5058
H: -1.7606 1.2092 -0.3255

***

# 2
Entry from the OMol25 dataset: the molecule C4H7NO2 (ωB97M-V with the def2-TZVPD basis set).

* energy above the lowest of the compared OMol25 structures with the same formula, charge and spin: 152.43 kJ/mol
* SMILES string: [H]/N=C(\C)OCC=O

Atoms and positions in Å:
H: -0.8663 2.0145 -0.6232
N: -0.1870 1.2621 -0.5492
C: -0.7440 0.1517 -0.2950
C: -2.1987 -0.1418 -0.0509
O: 0.0107 -0.9712 -0.1429
C: 1.2865 -0.7871 0.4593
C: 2.2222 0.2450 -0.1553
O: 2.9128 0.9292 0.5611
H: -2.3410 -0.2476 1.0305
H: -2.8522 0.6590 -0.4085
H: -2.4852 -1.0915 -0.5083
H: 1.1571 -0.5133 1.5123
H: 1.7865 -1.7638 0.4089
H: 2.3237 0.2456 -1.2584

***

# 3
Entry from the OMol25 dataset: a cluster of 2 separate species, C28H29F5N2O3 in total (ωB97M-V with the def2-TZVPD basis set).

Atoms and positions in Å:
C: -0.3527 -1.6136 2.1016
C: -0.3766 -0.1465 2.2866
C: 0.9435 0.5025 2.1757
C: 1.1134 1.9938 2.0293
O: 1.9642 -0.2066 2.1505
C: -1.6177 0.5970 2.1024
C: -2.8857 -0.1107 1.6548
O: -1.7016 1.8230 2.2981
H: -1.3243 -2.0581 2.3362
H: -0.0886 -1.8526 1.0546
H: 0.4047 -2.0762 2.7430
H: 0.1528 2.5033 1.9509
H: 1.6734 2.3688 2.8951
H: 1.7318 2.1997 1.1447
H: -2.7190 -1.1464 1.3482
H: -3.6128 -0.0813 2.4766
H: -3.3263 0.4458 0.8156
C: -1.4824 0.5127 12.2762
N: -1.9126 0.2259 10.9309
C: -3.1874 0.4769 10.4983
O: -4.1302 0.8453 11.1917
C: -3.2138 0.1430 9.0041
C: -3.3735 1.3825 8.1186
C: -4.6494 2.1056 8.4301
C: -4.6622 3.2450 9.2351
F: -3.4891 3.7032 9.7445
C: -5.8448 3.8718 9.6150
F: -5.8167 4.9329 10.4451
C: -7.0661 3.3594 9.1751
F: -8.2195 3.9389 9.5555
C: -7.0855 2.2308 8.3560
F: -8.2631 1.7160 7.9478
C: -5.8856 1.6181 8.0028
F: -5.9295 0.4645 7.2802
N: -1.9355 -0.5581 8.8268
C: -1.6283 -1.1035 7.6395
C: -0.4101 -1.6898 7.3340
C: -0.1098 -2.2639 6.1030
C: 1.0474 -3.0869 5.8664
C: 1.1804 -3.8060 4.6496
C: 2.3326 -4.5341 4.3658
C: 3.3698 -4.6010 5.3027
C: 3.2333 -3.9738 6.5456
C: 2.0820 -3.2428 6.8409
C: -1.0486 -0.4806 9.9954
C: 0.2200 0.3416 9.7336
C: -0.6349 -1.8315 10.5885
H: -2.2330 1.1468 12.7589
H: -1.3486 -0.4168 12.8486
H: -0.5146 1.0313 12.2556
H: -4.0625 -0.5324 8.7851
H: -2.5187 2.0545 8.2821
H: -3.3745 1.0521 7.0706
H: -2.4263 -1.0280 6.8958
H: 0.3542 -1.6997 8.1116
H: -0.8353 -2.1470 5.2936
H: 0.3456 -3.7766 3.9458
H: 2.4127 -5.0518 3.4117
H: 4.2729 -5.1698 5.0823
H: 4.0136 -4.0502 7.2983
H: 1.9816 -2.7705 7.8174
H: -0.0496 1.3678 9.4518
H: 0.8226 0.3517 10.6502
H: 0.8203 -0.0995 8.9358
H: -1.5163 -2.3788 10.9405
H: -0.0974 -2.4404 9.8594
H: 0.0300 -1.6505 11.4426

***

no.,maximum force (Eh/bohr),E_HOMO (eV)
1,0.013,-8.796
2,0.011,-9.633
3,0.032,-5.578